The following is a DFT calculation (ωB97M-V with the def2-TZVPD basis set) of a molecular structure, C10H11CeCl6Ti at a distorted geometry.

Results
Orbital gap (spin up / spin down) (eV): 2.406 / 4.569
Energy relative to the best compared isomer or geometry (same formula, charge and spin) (kJ/mol): 0.0
Energy (eV): -121719.395
⟨S²⟩: 3.76
Net charge: -2
Lowest unoccupied orbital energy (spin up / spin down) (eV): 3.9 / 3.9
Spin multiplicity: 4

Positions of all 29 atoms, in Å:
Ce1 0.96396 0.14412 -4.19859
Cl1 1.19881 -1.42708 -2.26723
C1 2.89651 1.20053 -3.50847
C2 -0.51312 -1.37679 -4.97106
H1 3.36708 1.86884 -4.25148
H2 2.59719 1.77812 -2.63870
H3 3.58374 0.38960 -3.20058
H4 -0.79231 -1.22278 -6.02581
H5 -1.40850 -1.34516 -4.34601
H6 0.00847 -2.33751 -4.81943
Ti1 -0.33620 0.42660 0.77285
C3 -1.85904 -0.89400 1.08037
C4 -1.25517 1.83278 -0.04708
H7 -2.71724 -0.42113 0.53575
H8 -1.61551 -1.92141 0.71881
H9 -1.97084 -0.86876 2.18832
H10 -2.10271 1.54699 -0.68211
H11 -1.14465 2.91630 0.12123
Cl2 1.25688 -3.23170 1.59164
C5 1.71818 -1.81496 2.43601
C6 1.22298 -0.56932 2.02240
C7 1.56698 0.56026 2.72461
Cl3 0.65497 2.02033 2.10573
C8 2.43217 0.58616 3.81559
Cl4 2.88156 2.07910 4.58719
C9 2.92493 -0.67797 4.24752
Cl5 3.91766 -0.74576 5.62655
C10 2.55866 -1.88836 3.57207
Cl6 3.13315 -3.40605 4.14718

Atomic partial charges in e from the Löwdin method, atoms 1 to 2: Ce 0.205; Cl 0.009

---

The following is a DFT calculation (ωB97M-V with the def2-TZVPD basis set) of a molecular structure, C20H46IrP4S at a distorted geometry.

Results
Orbital gap (spin up / spin down) (eV): 7.306 / 3.832
Energy relative to the best compared isomer or geometry (same formula, charge and spin) (kJ/mol): 29.1
Energy (eV): -72270.922
⟨S²⟩: 8.78
Net charge: +4
Lowest unoccupied orbital energy (spin up / spin down) (eV): -10.3 / -15.8
Spin multiplicity: 6

Positions of all 72 atoms, in Å:
Ir1 0.00000 0.00000 0.00000
P1 1.76060 1.07230 0.99240
P2 -1.75330 1.48860 0.15660
P3 0.48520 0.77300 -2.12820
H1 -1.04060 -2.60140 -0.55230
C1 -0.35880 -1.89200 -1.02530
C2 1.01620 -1.82920 -0.55020
H2 1.31680 -2.47830 0.26760
C3 2.28720 0.67530 2.72690
C4 1.87490 2.92140 1.14510
C5 3.39970 0.74660 0.18700
C6 -3.40240 1.04860 -0.58830
C7 -2.37290 2.04910 1.81840
C8 -1.62370 3.20380 -0.55300
C9 1.64720 -0.20970 -3.18200
C10 1.23170 2.43880 -2.44710
C11 -0.92830 0.83960 -3.32090
H3 -0.54170 -1.85350 -2.10080
H4 1.81680 -1.73130 -1.27810
H5 2.37070 -0.40910 2.84520
H6 1.54470 1.04840 3.43610
H7 3.25610 1.13440 2.95750
H8 1.05930 3.27320 1.78510
H9 1.75730 3.38440 0.16240
H10 2.83110 3.24160 1.57820
H11 3.57490 -0.33290 0.19060
H12 4.22220 1.25320 0.70670
H13 3.38220 1.07750 -0.85460
H14 -4.14810 1.84000 -0.44090
H15 -3.76710 0.12140 -0.14060
H16 -3.27660 0.86720 -1.65840
H17 -3.18420 2.77750 1.70570
H18 -1.54980 2.51480 2.36890
H19 -2.74420 1.20700 2.40620
H20 -2.53330 3.77790 -0.34210
H21 -1.48170 3.17160 -1.63540
H22 -0.76700 3.71700 -0.10760
H23 1.72640 0.25650 -4.16980
H24 1.28220 -1.23280 -3.29930
H25 2.63770 -0.24570 -2.72140
H26 1.28130 2.63780 -3.52350
H27 2.24580 2.46720 -2.04010
H28 0.64900 3.22460 -1.96520
H29 -0.58330 1.07770 -4.33350
H30 -1.65520 1.59320 -3.01100
H31 -1.42610 -0.13350 -3.32370
C12 -0.61580 -2.72080 -7.08180
C13 -1.78910 -2.98360 -7.80040
C14 -2.02920 -4.26290 -8.29830
C15 -1.10960 -5.29080 -8.08850
C16 0.05880 -5.02710 -7.37240
C17 0.30940 -3.75240 -6.87000
S1 -0.23820 -1.12150 -6.41680
H32 -1.35340 -0.50910 -6.85290
H33 -2.51290 -2.19140 -7.97040
H34 -2.94330 -4.45310 -8.85400
H35 -1.30120 -6.28570 -8.47840
H36 0.78400 -5.81770 -7.20120
H37 1.22160 -3.55590 -6.31360
C18 -2.14400 -2.06740 3.13520
P4 -0.90170 -1.15160 2.13750
C19 -0.73380 0.09790 3.43950
C20 0.28830 -2.52310 2.40010
H38 -3.07580 -1.46800 3.20180
H39 -1.79090 -2.27780 4.16810
H40 -2.39430 -3.02570 2.63340
H41 -0.06000 -0.29410 4.22950
H42 -1.68230 0.31870 3.96730
H43 -0.36240 1.01090 2.99990
H44 0.23460 -2.91560 3.43650
H45 0.05110 -3.37390 1.72770
H46 1.32920 -2.18200 2.30600

Atomic partial charges in e from the Löwdin method, atoms 1 to 2: Ir 0.657; P 0.707

---

Q: Which of these has the lowest spin multiplicity?
A: C10H11CeCl6Ti